2 unconnected molecules or ions with the total composition C5H10O, computed with the ωB97M-V functional and the def2-TZVPD basis.

Each atom is followed by the atoms it is bonded to, with distances in Å.
Element x y z (Å)
1 C -0.809 0.714 -2.032  O6 1.412, H7 1.100, H8 1.093, H9 1.101
2 C -0.559 -1.048 1.981  C3 1.500, C5 1.293, H10 1.079
3 C 0.564 -0.216 1.434  C2 1.500, C4 1.521, C5 1.507, H11 1.097
4 C 1.442 -0.706 0.292  C3 1.521, H12 1.099, H13 1.096, H14 1.096
5 C -0.923 -0.025 1.280  C2 1.293, C3 1.507, H15 1.080
6 O -0.727 1.798 -1.132  C1 1.412, H16 0.966
7 H 0.133 0.549 -2.576  C1 1.100
8 H -1.587 0.961 -2.759  C1 1.093
9 H -1.090 -0.225 -1.531  C1 1.101
10 H -0.818 -1.918 2.565  C2 1.079
11 H 1.098 0.443 2.128  C3 1.097
12 H 1.841 0.128 -0.302  C4 1.099
13 H 2.302 -1.272 0.670  C4 1.096
14 H 0.875 -1.361 -0.380  C4 1.096
15 H -1.692 0.594 0.840  C5 1.080
16 H -0.052 1.583 -0.476  O6 0.966

## Properties
molar mass	86.13	g mol⁻¹
ΔE to the lowest compared entry with this formula, charge and spin	75.34	kcal/mol
SMILES string	CC1C=C1.CO
charge	0
gap between HOMO and LUMO	10.7	eV



2 unconnected molecules or ions with the total composition C5H10O, computed with the ωB97M-V functional and the def2-TZVPD basis.

Each atom is followed by the atoms it is bonded to, with distances in Å.
Element x y z (Å)
1 C -1.158 1.183 -0.518  C2 1.522, H7 1.096, H8 1.097, H9 1.096
2 C 0.058 1.077 0.391  C1 1.522, C3 1.519, C6 1.566, H10 1.098
3 C 0.097 -0.064 1.392  C2 1.519, C4 1.338, H12 1.088
4 C 1.205 -0.611 0.879  C3 1.338, C6 1.514, H13 1.087
5 O -0.686 -2.181 -1.195  H11 0.969, H14 0.964
6 C 1.341 0.422 -0.221  C2 1.566, C4 1.514, H15 1.096, H16 1.096
7 H -2.046 1.485 0.050  C1 1.096
8 H -1.369 0.221 -1.001  C1 1.097
9 H -0.992 1.931 -1.302  C1 1.096
10 H 0.276 2.048 0.856  C2 1.098
11 H -0.379 -1.786 -0.365  O5 0.969
12 H -0.542 -0.312 2.237  C3 1.088
13 H 1.815 -1.469 1.152  C4 1.087
14 H -1.075 -3.023 -0.933  O5 0.964
15 H 2.246 1.039 -0.182  C6 1.096
16 H 1.207 0.041 -1.240  C6 1.096

## Properties
molar mass	86.13	g mol⁻¹
ΔE to the lowest compared entry with this formula, charge and spin	37.08	kcal/mol
SMILES string	C[C@H]1C=CC1.O
charge	0
gap between HOMO and LUMO	10.7	eV



C5H10O in the gas phase in a non-equilibrium geometry, computed with the ωB97M-V functional and the def2-TZVPD basis.

Each atom is followed by the atoms it is bonded to, with distances in Å.
Element x y z (Å)
1 C 1.042 -0.854 0.681  C2 1.536, H7 1.097, H8 1.093, H9 1.100
2 C 0.013 -0.128 -0.197  C1 1.536, C3 1.507, C4 1.501, C5 1.528
3 C 0.616 0.305 -1.509  C2 1.507, H10 1.092, H11 1.096, H12 1.101
4 C -1.365 -0.639 0.106  C2 1.501, C5 1.505, H13 1.089, H14 1.084
5 C -1.007 0.769 0.503  C2 1.528, C4 1.505, O6 1.403, H15 1.097
6 O -0.528 1.270 1.722  C5 1.403, H16 0.972
7 H 2.019 -0.359 0.748  C1 1.097
8 H 0.685 -1.045 1.697  C1 1.093
9 H 1.217 -1.834 0.211  C1 1.100
10 H -0.131 0.704 -2.197  C3 1.092
11 H 1.195 -0.487 -1.999  C3 1.096
12 H 1.327 1.112 -1.277  C3 1.101
13 H -2.050 -0.669 -0.740  C4 1.089
14 H -1.491 -1.433 0.832  C4 1.084
15 H -1.745 1.466 0.088  C5 1.097
16 H 0.182 1.840 1.381  O6 0.972

## Properties
molar mass	86.13	g mol⁻¹
ΔE to the lowest compared entry with this formula, charge and spin	41.69	kcal/mol
SMILES string	CC1(C)C[C@H]1O
charge	0
gap between HOMO and LUMO	10.2	eV